Entry 1:
ORCA calculation (wB97M-V/def2-TZVPD) on a 2-piece molecular cluster, C2H7NO overall.

Properties
SMILES: C=O.CN
LUMO level in eV: 0.60
Relative energy (zero: lowest compared OMol25 entry of this formula, charge and spin) in kcal per mole: 47.25
Net charge: 0

Each line ends with the Mulliken charge.
CARTESIAN COORDINATES (ANGSTROEM)
C  2.45  0.12  0.65  -0.061
O  1.74  -0.69  1.18  -0.351
H  3.37  0.52  1.18  0.248
H  2.01  0.78  -0.24  0.165
C  -1.13  0.38  -0.46  -0.590
N  -1.95  -0.79  -0.17  -0.578
H  -1.91  1.21  -0.69  0.263
H  -0.57  0.53  -1.35  0.263
H  -0.48  0.76  0.38  0.178
H  -2.00  -1.36  -1.00  0.213
H  -1.54  -1.46  0.51  0.250

Entry 2:
ORCA calculation (wB97M-V/def2-TZVPD) on a 2-piece molecular cluster, C6H13NO2S overall.

Properties
SMILES: C/C=N\CC.OC(O)=CS
LUMO level in eV: 0.63
Relative energy (zero: lowest compared OMol25 entry of this formula, charge and spin) in kcal per mole: 67.84
Net charge: 0

Each line ends with the Mulliken charge.
CARTESIAN COORDINATES (ANGSTROEM)
C  -1.70  2.13  0.96  -1.137
C  -0.77  0.96  0.94  0.029
N  -0.90  -0.14  0.25  -0.266
C  -2.00  -0.67  -0.52  -0.443
C  -1.34  -1.69  -1.59  -1.074
H  -2.73  1.73  1.09  0.276
H  -1.57  2.82  1.72  0.423
H  -1.50  2.59  -0.07  0.239
H  0.24  1.01  1.10  0.426
H  -2.69  -1.15  0.14  0.387
H  -2.48  0.16  -1.26  0.279
H  -2.06  -2.56  -1.82  0.290
H  -1.21  -1.15  -2.52  0.294
H  -0.41  -2.03  -1.29  0.346
O  1.25  -1.54  0.81  -0.554
C  2.12  -0.58  0.50  0.322
O  3.21  -0.56  1.42  -0.538
C  2.22  0.14  -0.60  -0.148
S  3.37  1.48  -0.79  -0.221
H  0.37  -1.40  0.43  0.344
H  2.94  -0.83  2.31  0.315
H  1.59  -0.04  -1.45  0.313
H  4.06  1.31  0.24  0.099

Entry 3:
ORCA calculation (wB97M-V/def2-TZVPD) on a 2-piece molecular cluster, C3H9NSi overall.

Properties
LUMO level (alpha / beta) in eV: -0.21 / 0.31
Relative energy (zero: lowest compared OMol25 entry of this formula, charge and spin) in kcal per mole: 103.04
Net charge: 0

Each line ends with the Mulliken charge.
CARTESIAN COORDINATES (ANGSTROEM)
C  0.96  1.05  1.72  -0.541
C  -1.89  -0.59  0.70  -0.960
C  1.19  -0.86  -2.28  -0.929
N  -0.09  1.86  1.04  -0.271
Si  -0.27  0.27  0.48  0.128
H  1.95  1.33  1.33  0.246
H  0.80  0.95  2.77  0.250
H  -2.78  -0.06  0.49  0.374
H  -1.83  -1.57  0.03  0.220
H  -2.28  -0.87  1.72  0.348
H  0.74  -1.92  -2.40  0.271
H  0.52  -0.12  -2.79  0.285
H  2.15  -0.51  -1.89  0.341
H  -0.16  2.85  0.94  0.237

Entry 4:
ORCA calculation (wB97M-V/def2-TZVPD) on C32H34N4O2PdSSi as an isolated structure.

Properties
LUMO level in eV: 0.59
Relative energy (zero: lowest compared OMol25 entry of this formula, charge and spin) in kcal per mole: 0.00
Net charge: 0

Each line ends with the Mulliken charge.
CARTESIAN COORDINATES (ANGSTROEM)
Pd  0.90  -0.48  -0.96  0.131
O  5.10  -1.19  -0.34  -0.779
C  3.94  -0.85  -0.12  -0.392
O  3.11  -0.39  -0.99  -0.197
C  3.42  -0.97  1.31  0.854
C  4.29  -1.29  2.35  -0.852
C  3.77  -1.37  3.63  -0.374
C  2.42  -1.15  3.83  -0.903
C  1.63  -0.84  2.73  -0.081
N  2.12  -0.75  1.50  0.468
H  5.33  -1.46  2.12  0.553
H  4.42  -1.62  4.47  0.409
H  1.98  -1.21  4.82  0.478
H  0.57  -0.66  2.84  0.148
C  -1.06  -0.60  -1.48  -1.123
Si  -1.79  0.90  -0.71  -0.702
C  -0.54  2.18  -1.32  -1.019
N  0.84  1.60  -1.24  0.647
C  1.63  2.20  -0.10  0.490
C  2.92  2.86  -0.55  -0.900
C  2.62  3.90  -1.62  -0.848
C  1.88  3.27  -2.81  -0.647
C  1.55  1.80  -2.54  -1.079
C  -1.83  0.78  1.17  1.073
C  -2.48  -0.30  1.78  -0.286
C  -2.54  -0.42  3.16  -0.717
C  -1.95  0.54  3.97  -0.662
C  -1.31  1.63  3.38  -0.712
C  -1.26  1.74  2.00  -0.336
C  -3.51  1.40  -1.28  0.713
C  -4.53  1.75  -0.40  -0.256
C  -5.78  2.13  -0.87  -0.652
C  -6.03  2.17  -2.23  -0.454
C  -5.03  1.82  -3.13  -0.704
C  -3.78  1.44  -2.65  -0.584
H  -1.12  -0.56  -2.57  0.515
H  -1.51  -1.55  -1.16  0.664
H  -0.56  3.17  -0.86  0.542
H  -0.79  2.32  -2.37  0.496
H  1.82  1.42  0.64  -0.828
H  1.00  2.96  0.37  0.494
H  3.62  2.11  -0.91  0.317
H  3.38  3.32  0.33  0.536
H  3.54  4.39  -1.96  0.435
H  2.01  4.69  -1.18  0.300
H  2.49  3.30  -3.72  0.481
H  0.97  3.82  -3.04  0.218
H  2.47  1.21  -2.50  0.336
H  0.92  1.38  -3.32  0.561
H  -2.95  -1.06  1.17  0.637
H  -3.05  -1.26  3.61  0.389
H  -1.99  0.45  5.04  0.400
H  -0.85  2.39  4.00  0.411
H  -0.77  2.61  1.57  0.323
H  -4.35  1.73  0.67  0.282
H  -6.56  2.39  -0.17  0.389
H  -7.01  2.46  -2.60  0.369
H  -5.22  1.85  -4.19  0.401
H  -3.01  1.17  -3.37  0.283
N  2.59  -2.60  -2.62  -0.388
C  1.76  -3.20  -1.76  0.238
N  1.01  -2.55  -0.90  0.561
C  0.27  -3.42  -0.11  -1.020
C  -0.55  -3.05  0.95  0.756
C  -1.22  -4.03  1.65  -1.004
C  -1.08  -5.38  1.32  -0.639
C  -0.24  -5.77  0.28  -0.436
C  0.43  -4.77  -0.42  0.602
S  1.58  -4.93  -1.72  -0.352
H  2.93  -1.68  -2.34  0.213
H  3.26  -3.19  -3.09  0.277
H  -0.64  -2.00  1.20  0.289
H  -1.87  -3.75  2.47  0.449
H  -1.61  -6.14  1.88  0.402
H  -0.11  -6.81  0.03  0.399

Entry 5:
ORCA calculation (wB97M-V/def2-TZVPD) on a 2-piece molecular cluster, C3H12N2OS overall.

Properties
SMILES: NCNCCS.O
LUMO level in eV: 0.67
Relative energy (zero: lowest compared OMol25 entry of this formula, charge and spin) in kcal per mole: 42.28
Net charge: 0

Each line ends with the Mulliken charge.
CARTESIAN COORDINATES (ANGSTROEM)
N  1.96  -0.78  -1.22  -0.593
C  0.53  -1.01  -1.70  -0.731
N  -0.55  -1.21  -0.79  -0.134
C  -1.22  -0.07  -0.17  -0.780
C  -1.30  -0.41  1.32  -0.526
S  -2.13  1.09  2.25  -0.272
H  1.98  -0.06  -0.57  0.253
H  2.28  -1.57  -0.62  0.237
H  0.71  -1.99  -2.27  0.347
H  0.32  -0.22  -2.41  0.421
H  -1.15  -2.00  -0.91  0.216
H  -2.23  0.01  -0.39  0.388
H  -0.50  0.77  -0.33  0.387
H  -0.22  -0.55  1.68  0.334
H  -1.96  -1.27  1.57  0.326
H  -1.70  0.95  3.54  0.129
O  3.95  1.06  -1.87  -0.645
H  2.94  1.01  -1.88  0.313
H  3.98  1.82  -1.19  0.330

Entry 6:
ORCA calculation (wB97M-V/def2-TZVPD) on C34H30F6O2P3PdS as an isolated structure.

Properties
Spin multiplicity: 2
Expectation value of S²: 0.76
LUMO level (alpha / beta) in eV: -7.51 / -8.34
Relative energy (zero: lowest compared OMol25 entry of this formula, charge and spin) in kcal per mole: 0.00
Net charge: +2

Each line ends with the Löwdin spin population.
CARTESIAN COORDINATES (ANGSTROEM)
Pd  0.12  -0.43  -1.19  0.447
C  1.33  -2.77  1.57  0.001
C  2.24  -2.47  0.37  0.021
P  2.17  -0.77  -0.22  0.061
C  2.77  0.35  1.03  0.008
C  2.57  1.73  0.92  0.002
C  3.17  2.59  1.83  0.000
C  3.97  2.08  2.85  0.003
C  4.16  0.71  2.96  0.000
C  3.57  -0.16  2.06  0.005
C  3.05  -0.58  -1.76  0.004
C  3.10  0.69  -2.34  0.004
C  3.72  0.86  -3.56  0.000
C  4.29  -0.23  -4.20  0.007
C  4.25  -1.49  -3.62  -0.001
C  3.62  -1.68  -2.40  0.005
C  -0.16  -2.64  1.27  0.014
P  -0.71  -0.97  0.86  0.022
C  -2.48  -1.00  0.51  -0.002
C  -3.00  -2.09  -0.33  0.000
C  -4.04  -1.93  -1.14  0.001
C  -5.31  -0.30  -0.22  -0.001
C  -4.70  0.04  0.91  0.000
C  -3.27  -0.05  1.08  -0.002
C  -0.41  0.10  2.27  0.002
C  -0.35  -0.46  3.55  0.002
C  -0.24  0.37  4.65  0.000
C  -0.23  1.75  4.49  0.001
C  -0.30  2.31  3.22  0.000
C  -0.39  1.49  2.11  0.001
H  1.61  -2.15  2.43  0.000
H  1.52  -3.80  1.87  0.000
H  1.95  -3.09  -0.49  0.000
H  3.28  -2.70  0.60  0.005
H  1.93  2.13  0.15  0.000
H  3.02  3.65  1.73  0.000
H  4.44  2.75  3.55  0.000
H  4.79  0.32  3.75  0.000
H  3.76  -1.22  2.15  0.000
H  2.68  1.55  -1.83  0.000
H  3.76  1.84  -4.01  0.000
H  4.77  -0.10  -5.16  0.000
H  4.70  -2.34  -4.12  0.000
H  3.58  -2.67  -1.98  0.000
H  -0.76  -2.98  2.12  0.002
H  -0.42  -3.27  0.42  0.000
H  -2.55  -3.07  -0.27  0.000
H  -4.50  -2.72  -1.72  0.000
H  -6.39  -0.26  -0.37  0.000
H  -5.29  0.43  1.73  0.000
H  -2.82  0.64  1.79  0.000
H  -0.38  -1.53  3.70  0.000
H  -0.19  -0.07  5.64  0.000
H  -0.15  2.39  5.36  0.000
H  -0.28  3.38  3.10  0.000
H  -0.43  1.92  1.12  0.002
O  -4.59  -0.66  -1.34  0.000
C  -2.91  1.05  -2.71  0.015
O  -2.70  0.24  -3.45  0.009
C  -3.05  2.08  -1.79  0.021
C  -4.31  2.67  -1.55  0.008
C  -4.38  3.74  -0.70  0.032
C  -3.22  4.21  -0.09  -0.003
C  -1.99  3.62  -0.31  0.034
C  -1.84  2.53  -1.18  0.013
S  -0.24  1.92  -1.51  0.217
H  -5.18  2.28  -2.06  0.000
H  -5.33  4.23  -0.52  0.001
H  -3.28  5.06  0.58  -0.001
H  -1.10  4.01  0.18  0.001
F  0.58  -1.50  -3.29  0.005
P  -0.01  -3.07  -3.27  0.000
F  -0.61  -4.51  -3.04  0.001
F  1.37  -3.50  -2.55  0.000
F  -1.39  -2.52  -3.83  0.000
F  0.58  -3.34  -4.69  0.000
F  -0.56  -2.63  -1.68  0.030